# 1
{"formula": "C27H33AuN9O7S", "method": "ωB97M-V/def2-TZVPD", "elements": ["Au", "S", "O", "O", "O", "O", "O", "O", "O", "N", "N", "N", "N", "N", "N", "N", "N", "N", "C", "C", "C", "C", "C", "C", "C", "C", "C", "C", "C", "C", "C", "C", "C", "C", "C", "C", "C", "C", "C", "C", "C", "C", "C", "C", "C", "H", "H", "H", "H", "H", "H", "H", "H", "H", "H", "H", "H", "H", "H", "H", "H", "H", "H", "H", "H", "H", "H", "H", "H", "H", "H", "H", "H", "H", "H", "H", "H", "H"], "coordinates": [[0.06, 1.10, 1.26], [1.17, 2.83, 3.54], [4.11, -3.46, -3.36], [1.83, 1.25, 0.05], [7.14, 1.92, -3.13], [5.84, -2.57, -4.30], [-0.09, 3.25, 2.81], [5.79, 3.14, -1.98], [1.22, -0.84, -0.48], [-1.46, 0.45, -2.43], [1.39, 1.13, 2.85], [-1.33, 1.12, -0.20], [-0.11, 2.23, -1.84], [-1.10, -0.34, 2.20], [0.84, -1.22, 3.10], [4.88, -2.54, -3.57], [-0.79, -2.67, 2.34], [6.12, 2.10, -2.50], [-5.29, -0.29, 2.46], [-1.95, -0.87, -2.06], [-1.80, -3.01, 1.35], [-2.71, 1.08, 0.11], [-0.39, -1.41, 2.54], [-3.26, 0.36, 1.22], [-4.68, 0.38, 1.38], [0.07, 3.44, -1.04], [4.09, 1.09, -1.55], [5.20, 0.95, -2.35], [2.01, -1.97, 2.63], [-4.95, 1.81, -0.54], [-0.36, -3.78, 3.19], [3.48, -1.18, -2.07], [-3.55, 1.82, -0.69], [1.09, 0.03, 3.78], [1.98, 0.11, -0.56], [0.82, 2.09, -2.96], [-5.50, 1.08, 0.47], [-0.97, 1.27, -1.49], [-1.83, 0.92, -3.76], [5.49, -0.22, -3.02], [4.61, -1.27, -2.86], [-3.14, -0.90, 3.29], [-2.52, -0.32, 2.22], [3.22, 0.02, -1.41], [-4.54, -0.92, 3.41], [-2.89, 0.72, -3.92], [-1.38, -1.23, -1.20], [3.91, 2.03, -1.03], [-1.54, -3.98, 0.92], [-3.12, 2.44, -1.47], [-2.80, -3.07, 1.78], [-5.00, -1.41, 4.26], [1.71, -2.74, 1.94], [-5.56, 2.39, -1.21], [-6.37, -0.27, 2.54], [2.81, -2.02, -1.97], [-3.02, -0.86, -1.84], [2.32, 1.05, 2.43], [6.37, -0.31, -3.64], [2.55, -2.42, 3.47], [0.19, 0.33, 4.32], [-1.77, -1.55, -2.90], [-1.67, 1.99, -3.84], [0.57, 2.78, -3.77], [2.69, -1.30, 2.10], [0.04, 4.30, -1.71], [1.03, 3.43, -0.53], [-1.26, 0.41, -4.54], [0.18, -3.40, 4.06], [1.91, -0.11, 4.49], [-1.81, -2.26, 0.56], [-1.25, -4.31, 3.55], [-2.54, -1.36, 4.07], [0.27, -4.48, 2.64], [-6.58, 1.06, 0.61], [1.82, 2.34, -2.60], [0.81, 1.07, -3.33], [-0.73, 3.54, -0.30]], "gap_ev": [4.43, 4.88], "e_homo_ev": [-9.2, -9.5], "charge": 1, "e_lumo_ev": [-4.80, -4.63], "max_force_ha_per_bohr": 0.0156, "multiplicity": 1, "molar_mass_g_mol": 824.65}

---

# 2
{"formula": "C46H89F4N15O9S4", "method": "ωB97M-V/def2-TZVPD", "elements": ["S", "S", "S", "S", "F", "F", "F", "F", "O", "O", "O", "O", "O", "O", "O", "O", "O", "N", "N", "N", "N", "N", "N", "N", "N", "N", "N", "N", "N", "N", "N", "N", "C", "C", "C", "C", "C", "C", "C", "C", "C", "C", "C", "C", "C", "C", "C", "C", "C", "C", "C", "C", "C", "C", "C", "C", "C", "C", "C", "C", "C", "C", "C", "C", "C", "C", "C", "C", "C", "C", "C", "C", "C", "C", "C", "C", "C", "C", "H", "H", "H", "H", "H", "H", "H", "H", "H", "H", "H", "H", "H", "H", "H", "H", "H", "H", "H", "H", "H", "H", "H", "H", "H", "H", "H", "H", "H", "H", "H", "H", "H", "H", "H", "H", "H", "H", "H", "H", "H", "H", "H", "H", "H", "H", "H", "H", "H", "H", "H", "H", "H", "H", "H", "H", "H", "H", "H", "H", "H", "H", "H", "H", "H", "H", "H", "H", "H", "H", "H", "H", "H", "H", "H", "H", "H", "H", "H", "H", "H", "H", "H", "H", "H", "H", "H", "H", "H"], "coordinates": [[17.78, -12.79, -3.87], [21.31, -7.58, -7.29], [20.04, -11.81, -4.04], [20.59, -5.77, -5.93], [17.13, -14.10, -3.15], [21.64, -12.12, -3.96], [19.11, -5.26, -5.47], [20.72, -9.03, -7.74], [21.23, -5.85, -4.64], [20.84, -4.71, -6.87], [17.19, -11.76, -3.00], [21.59, -6.94, -8.60], [18.09, -11.82, -10.95], [22.46, -7.91, -6.43], [19.80, -11.39, -5.43], [17.24, -12.89, -5.23], [20.00, -10.69, -3.09], [19.89, -8.75, -14.80], [24.99, -12.43, -10.41], [18.28, -13.78, -15.04], [20.02, -7.13, -6.73], [12.38, -12.30, -11.56], [19.20, -15.30, -6.69], [17.19, -16.33, -6.89], [20.43, -8.97, -12.61], [15.84, -8.04, -7.02], [18.22, -6.31, -10.26], [17.07, -7.69, -11.61], [14.27, -13.40, -11.92], [15.50, -10.24, -7.00], [16.34, -13.48, -16.23], [19.46, -13.23, -3.66], [19.93, -10.18, -13.05], [18.13, -7.52, -9.65], [19.45, -14.82, -13.18], [12.89, -13.54, -11.77], [23.49, -12.35, -10.80], [25.38, -13.84, -10.80], [17.49, -16.27, -5.54], [17.52, -8.39, -10.49], [19.84, -8.20, -16.13], [18.75, -15.69, -5.43], [24.73, -11.07, -6.80], [14.99, -12.26, -8.36], [11.00, -12.05, -11.30], [15.67, -6.56, -7.12], [16.36, -17.93, -8.61], [20.40, -14.58, -6.99], [20.96, -8.74, -11.32], [17.50, -6.41, -11.44], [16.97, -8.71, -6.58], [24.06, -14.74, -10.76], [16.27, -8.24, -12.67], [22.91, -13.74, -10.54], [15.28, -13.80, -17.13], [15.00, -9.02, -7.43], [20.43, -8.11, -13.63], [18.23, -15.69, -7.56], [19.53, -14.33, -14.63], [21.22, -8.00, -16.72], [16.31, -12.53, -15.21], [14.56, -12.06, -11.84], [15.20, -15.77, -11.47], [19.03, -11.84, -8.57], [14.78, -7.77, -12.51], [24.76, -10.90, -8.29], [18.87, -5.08, -9.85], [13.39, -11.37, -11.63], [17.55, -14.17, -16.17], [16.00, -16.93, -7.52], [25.26, -12.29, -8.87], [14.76, -11.53, -7.02], [19.03, -12.39, -10.05], [17.51, -12.74, -14.46], [15.23, -14.50, -12.34], [25.84, -11.40, -11.19], [19.65, -10.03, -14.45], [16.79, -10.03, -6.55], [18.62, -4.26, -10.52], [18.31, -15.80, -8.63], [14.10, -8.56, -12.84], [10.44, -11.72, -12.18], [12.42, -14.51, -11.68], [20.44, -15.06, -12.81], [21.71, -8.97, -16.69], [14.85, -12.83, -17.39], [15.57, -17.48, -6.69], [24.68, -13.12, -8.46], [14.48, -14.33, -16.61], [25.64, -13.87, -11.85], [15.52, -11.82, -15.01], [15.57, -11.67, -11.90], [26.07, -14.28, -10.08], [15.08, -14.80, -13.38], [22.04, -8.62, -11.31], [16.24, -14.10, -12.26], [15.56, -14.50, -17.92], [18.65, -7.54, -8.70], [14.05, -8.86, -7.92], [16.81, -16.55, -4.74], [24.21, -11.92, -6.37], [19.86, -11.01, -12.37], [24.07, -15.41, -9.90], [16.37, -5.96, -6.53], [18.90, -15.76, -13.12], [17.21, -5.62, -12.12], [10.47, -12.99, -11.18], [19.40, -15.50, -4.58], [21.80, -7.33, -16.08], [13.73, -11.21, -6.90], [19.20, -10.69, -15.18], [14.74, -6.10, -6.80], [16.73, -17.46, -9.52], [14.31, -13.11, -8.48], [20.85, -9.66, -10.76], [15.97, -6.30, -8.14], [19.93, -5.22, -10.06], [25.77, -11.29, -6.53], [20.95, -7.16, -13.65], [14.22, -16.26, -11.48], [26.91, -11.53, -11.05], [20.07, -12.25, -10.34], [23.49, -12.34, -11.89], [17.49, -10.78, -6.21], [24.45, -10.14, -6.30], [22.55, -13.79, -9.51], [25.76, -11.53, -12.27], [25.44, -10.40, -11.01], [15.07, -12.21, -6.22], [23.72, -10.65, -8.47], [17.14, -18.67, -8.39], [19.66, -15.17, -15.30], [17.87, -14.96, -16.83], [19.23, -8.92, -16.68], [16.49, -9.29, -12.83], [21.19, -7.67, -17.75], [17.30, -9.45, -10.40], [14.44, -7.81, -11.47], [15.44, -18.36, -9.00], [20.44, -8.01, -10.69], [14.45, -6.90, -13.07], [22.05, -14.00, -11.15], [15.31, -16.13, -7.80], [14.83, -11.56, -9.18], [20.54, -13.81, -6.24], [20.29, -13.60, -14.91], [19.41, -7.20, -16.12], [18.87, -14.20, -12.50], [20.00, -11.74, -8.08], [22.82, -11.60, -10.38], [17.88, -8.18, -6.33], [16.72, -7.80, -13.56], [10.94, -11.42, -10.42], [20.62, -14.27, -8.01], [26.35, -12.38, -8.79], [18.49, -12.48, -7.88], [23.94, -15.26, -11.71], [18.67, -4.85, -8.80], [16.01, -12.63, -8.45], [25.46, -10.09, -8.50], [18.54, -10.87, -8.53], [21.17, -15.31, -6.74], [15.94, -16.44, -11.90], [18.98, -13.48, -10.04], [17.89, -12.26, -13.57], [13.18, -10.31, -11.64], [15.39, -15.67, -10.40]], "gap_ev": 6.75, "e_homo_ev": -15.5, "charge": 4, "e_lumo_ev": -8.71, "max_force_ha_per_bohr": 0.1632, "multiplicity": 1, "molar_mass_g_mol": 1200.57}

---

# 3
{"formula": "C5H8BrNO", "method": "ωB97M-V/def2-TZVPD", "elements": ["Br", "O", "N", "C", "C", "C", "C", "C", "H", "H", "H", "H", "H", "H", "H", "H"], "coordinates": [[-0.73, -2.60, -1.45], [-0.90, 0.93, -0.07], [1.23, -2.15, 1.91], [0.35, 0.58, 0.00], [1.00, -2.07, 0.78], [-1.72, 1.30, -1.19], [0.70, -1.79, -0.51], [0.85, 0.69, 1.43], [-1.21, 1.80, -2.07], [0.08, 1.13, 2.06], [1.51, -1.73, -1.26], [0.96, 0.78, -0.76], [-2.58, 1.87, -0.78], [-2.30, 0.35, -1.50], [0.96, -0.32, 1.94], [1.79, 1.24, 1.47]], "gap_ev": 8.38, "e_homo_ev": -8.1, "charge": 0, "e_lumo_ev": 0.32, "de_lowest_kcal_mol": 107.96, "max_force_ha_per_bohr": 0.0941, "multiplicity": 1, "molar_mass_g_mol": 178.03}

---

# 4
{"formula": "C32H39FN4NiO6S2", "method": "ωB97M-V/def2-TZVPD", "elements": ["Ni", "S", "S", "F", "O", "O", "O", "O", "O", "O", "N", "N", "N", "N", "C", "C", "C", "C", "C", "C", "C", "C", "C", "C", "C", "C", "C", "C", "C", "C", "C", "C", "C", "C", "C", "C", "C", "C", "C", "C", "C", "C", "C", "C", "C", "C", "H", "H", "H", "H", "H", "H", "H", "H", "H", "H", "H", "H", "H", "H", "H", "H", "H", "H", "H", "H", "H", "H", "H", "H", "H", "H", "H", "H", "H", "H", "H", "H", "H", "H", "H", "H", "H", "H", "H"], "coordinates": [[-1.03, 0.49, 0.32], [-1.39, -5.26, -3.61], [-1.32, 0.35, 2.73], [-2.47, 7.18, 0.27], [-0.33, -6.22, -3.40], [0.69, -0.63, 0.62], [-2.13, -1.42, 0.07], [-3.24, -2.67, -1.47], [-2.35, -5.49, -4.65], [-0.88, 0.54, -1.90], [-2.46, 0.15, -3.47], [0.36, 0.06, 4.79], [1.39, -0.18, 2.78], [-2.20, -5.07, -2.24], [1.54, -0.37, 1.46], [-1.39, 5.39, -0.88], [4.56, -0.28, -0.83], [1.25, -2.22, -3.98], [2.44, 1.35, 5.31], [0.27, 2.25, 0.41], [-2.06, 0.66, -2.26], [2.98, -0.29, 0.99], [-1.48, -4.91, -0.94], [0.22, 0.04, 3.40], [-0.74, -1.63, -5.17], [5.61, -0.12, 0.06], [0.67, -3.42, -3.59], [-1.08, 1.74, 5.98], [-2.83, 1.44, 0.03], [-0.76, 0.27, 5.68], [-0.77, 4.21, 1.55], [-3.06, 1.49, -1.49], [1.69, 0.01, 5.38], [-1.16, -3.47, -0.54], [-0.62, -3.71, -4.01], [3.25, -0.37, -0.37], [-1.77, 5.98, 0.31], [4.04, -0.13, 1.88], [-0.37, 3.54, 0.37], [-2.29, -2.43, -0.66], [-1.32, -2.82, -4.80], [5.34, -0.04, 1.42], [-0.70, 4.18, -0.84], [-1.46, 5.41, 1.52], [0.55, -1.31, -4.77], [1.18, 0.00, -5.17], [6.63, -0.06, -0.31], [2.26, -1.98, -3.65], [-0.83, -3.45, 0.50], [-0.34, -3.07, -1.14], [0.88, 2.04, -0.47], [-0.54, 3.75, 2.51], [2.50, 1.67, 4.27], [-2.96, 2.43, 0.47], [-2.32, -3.09, -5.12], [1.59, -0.30, 6.42], [6.16, 0.09, 2.12], [2.41, -0.49, -1.04], [-1.94, 1.81, 6.65], [0.83, 2.08, 1.34], [-0.57, -5.50, -0.98], [3.81, -0.06, 2.93], [0.45, 0.66, -5.64], [2.28, -0.73, 4.85], [1.94, 2.12, 5.89], [-1.82, -0.55, -3.81], [-2.90, 2.52, -1.85], [-1.64, -0.19, 5.22], [-4.07, 1.19, -1.80], [-2.91, -4.30, -2.29], [3.46, 1.23, 5.70], [-1.31, 2.24, 5.04], [-3.42, -0.16, -3.48], [4.76, -0.33, -1.90], [-0.23, 2.23, 6.46], [-1.29, -0.92, -5.79], [-0.54, -0.26, 6.62], [2.00, -0.16, -5.87], [-0.40, 3.71, -1.77], [1.58, 0.51, -4.30], [-2.13, -5.35, -0.19], [-3.55, 0.76, 0.49], [1.20, -4.13, -2.98], [-1.77, 5.91, 2.44], [-1.64, 5.87, -1.82]], "gap_ev": [4.21, 5.44], "e_homo_ev": [0.1, -1.2], "s2": 2.014, "charge": -2, "e_lumo_ev": [4.28, 4.28], "de_lowest_kcal_mol": 11.50, "max_force_ha_per_bohr": 0.0192, "multiplicity": 3, "molar_mass_g_mol": 717.51}

---

> What is the formula in the fourth record?

C32H39FN4NiO6S2

---

> What is the multiplicity in the third record?

1